[1]
Here is a molecular structure, C41H44BF2LaN2O5P2S2 from OMol25. Energies are from ωB97M-V with the def2-TZVPD basis set.

```
100
Properties=species:S:1:pos:R:3:mulliken_charge:R:1
La 1.519 -0.148 0.556 2.209
O -0.121 -0.034 2.718 -0.165
C 0.235 -0.325 4.066 -0.650
C 0.283 -1.833 4.323 -1.283
C 1.098 -2.625 3.288 0.842
C 2.539 -2.195 3.204 0.589
C 3.555 -3.048 3.613 -0.815
C 4.867 -2.600 3.622 -1.038
C 5.111 -1.286 3.243 -1.215
C 4.049 -0.506 2.828 -0.442
N 2.784 -0.944 2.764 0.865
H -0.312 0.929 2.708 -0.029
H -0.530 0.098 4.730 0.460
H 1.203 0.129 4.312 0.262
H -0.736 -2.225 4.294 0.466
H 0.684 -1.997 5.326 0.416
H 0.613 -2.470 2.322 -1.532
H 1.045 -3.689 3.530 0.624
H 3.327 -4.057 3.926 0.481
H 5.676 -3.249 3.924 0.377
H 6.110 -0.880 3.256 0.485
H 4.230 0.522 2.524 0.335
O -1.595 2.237 1.859 -0.486
C -1.254 3.551 2.216 -0.657
C 0.236 3.732 2.389 0.647
C 0.860 4.929 2.066 -0.798
C 2.222 5.045 2.291 -0.465
C 2.899 3.967 2.840 -0.962
C 2.184 2.815 3.129 -0.326
N 0.886 2.693 2.902 0.012
H -1.189 2.061 0.994 -0.414
H -1.753 3.739 3.173 0.427
H -1.636 4.275 1.483 0.324
H 0.281 5.740 1.650 0.436
H 2.738 5.965 2.053 0.417
H 3.959 4.008 3.028 0.448
H 2.666 1.956 3.577 0.576
C -2.643 -1.967 0.104 -1.421
C -2.458 -0.459 0.302 -0.193
P -2.466 0.219 -1.433 1.468
C -1.829 1.931 -1.366 1.195
C -2.546 2.992 -1.917 -0.966
C -1.988 4.255 -1.985 -0.849
C -0.699 4.476 -1.528 -1.137
C 0.051 3.417 -1.039 -0.015
C -0.507 2.151 -0.978 1.282
C -4.261 0.607 -1.502 -0.077
C -5.001 0.123 -2.572 -0.511
C -6.344 0.437 -2.692 -0.587
C -6.956 1.228 -1.735 -0.618
C -6.228 1.697 -0.652 -0.809
C -4.886 1.394 -0.535 0.036
C -1.332 -2.679 -0.241 -0.790
P -0.166 -1.697 -1.306 1.409
C -0.868 -1.805 -2.998 0.607
C -0.631 -0.737 -3.862 -0.298
C -1.193 -0.725 -5.123 -0.758
C -2.003 -1.775 -5.528 -0.654
C -2.215 -2.852 -4.686 -0.812
C -1.643 -2.874 -3.425 -0.581
C 1.215 -2.908 -1.491 0.915
C 1.711 -3.246 -2.746 -1.015
C 2.855 -4.015 -2.868 -0.736
C 3.537 -4.438 -1.742 -0.667
C 3.046 -4.119 -0.485 -0.665
C 1.901 -3.357 -0.362 -0.312
H -3.368 -2.130 -0.700 0.182
H -3.067 -2.406 1.011 0.487
H -1.524 -0.259 0.832 -0.436
H -3.285 -0.038 0.877 1.131
H -3.543 2.830 -2.298 0.553
H -2.557 5.070 -2.411 0.438
H -0.279 5.468 -1.570 0.471
H 1.071 3.562 -0.712 0.620
H 0.117 1.301 -0.659 -2.237
H -4.508 -0.494 -3.312 0.385
H -6.910 0.076 -3.539 0.433
H -7.995 1.499 -1.841 0.377
H -6.703 2.315 0.097 0.445
H -4.313 1.781 0.297 0.280
H -1.519 -3.665 -0.677 0.835
H -0.774 -2.836 0.688 0.239
H -0.023 0.092 -3.522 0.499
H -1.019 0.112 -5.784 0.436
H -2.473 -1.750 -6.499 0.371
H -2.838 -3.676 -5.005 0.406
H -1.815 -3.721 -2.777 0.376
H 1.215 -2.899 -3.642 0.324
H 3.208 -4.273 -3.856 0.420
H 4.455 -4.997 -1.841 0.384
H 3.560 -4.444 0.407 0.478
H 1.539 -3.125 0.630 0.303
O 5.046 2.036 0.527 -0.647
S 3.901 1.457 -0.089 0.707
O 2.641 1.851 0.501 -0.549
O 3.858 1.724 -1.629 -0.604
S 4.057 -0.549 -0.403 -0.417
F 4.082 -0.061 -3.202 -0.251
B 3.486 0.372 -2.086 0.475
F 2.094 0.227 -2.148 0.224
```

E_LUMO (alpha / beta): 0.27 / 0.26 eV
2S+1: 1
Molar mass: 958.6 g mol⁻¹

***

[2]
Here is a molecular structure, C41H44Br9N5O16 from OMol25. Energies are from ωB97M-V with the def2-TZVPD basis set.

```
115
Properties=species:S:1:pos:R:3:mulliken_charge:R:1
C -10.597 12.486 25.509 -0.348
C -11.871 11.835 25.390 -0.435
C -12.624 12.016 24.268 -0.422
C -12.063 12.768 23.208 0.202
C -10.883 13.454 23.357 -0.139
C -10.176 13.360 24.513 -0.505
N -12.715 12.954 21.953 0.966
O -12.093 13.367 20.960 -0.593
O -13.853 12.656 21.745 -0.597
H -9.989 12.169 26.344 0.370
H -12.080 10.975 26.009 0.335
H -13.604 11.563 24.240 0.425
H -10.377 13.910 22.518 0.411
H -9.151 13.692 24.586 0.329
C -19.844 8.619 16.021 -0.631
C -20.049 9.363 14.854 -0.334
C -20.058 10.718 14.862 -0.237
C -19.718 11.417 15.991 0.202
C -19.350 10.750 17.132 -0.379
C -19.321 9.335 17.129 -0.341
N -19.671 12.911 15.988 0.902
O -20.001 13.460 14.912 -0.553
O -19.402 13.522 17.053 -0.556
H -19.689 7.556 15.904 0.356
H -20.375 8.900 13.934 0.364
H -20.390 11.220 13.965 0.401
H -18.896 11.417 17.849 0.442
H -18.828 8.787 17.919 0.366
C -3.065 6.700 2.131 -0.303
C -1.859 6.376 2.897 -0.561
C -2.092 5.885 4.194 -0.101
C -3.400 5.815 4.754 -0.036
C -4.522 6.270 3.953 -0.185
C -4.326 6.702 2.694 -0.503
N -3.656 5.299 6.084 0.939
O -4.821 5.224 6.490 -0.573
O -2.642 5.077 6.789 -0.561
H -2.976 7.038 1.109 0.341
H -0.849 6.357 2.517 0.381
H -1.135 5.769 4.680 0.367
H -5.534 6.330 4.325 0.421
H -5.148 7.088 2.109 0.374
C -13.707 1.992 11.981 -0.248
C -13.248 0.691 12.017 -0.604
C -14.042 -0.243 12.660 -0.176
C -15.253 0.128 13.284 -0.058
C -15.681 1.484 13.226 -0.103
C -14.869 2.438 12.604 -0.608
N -16.160 -0.852 13.955 0.970
O -17.260 -0.444 14.342 -0.593
O -15.841 -1.985 14.106 -0.582
H -13.163 2.697 11.370 0.380
H -12.250 0.429 11.697 0.430
H -13.729 -1.276 12.695 0.405
H -16.643 1.751 13.637 0.422
H -15.307 3.424 12.548 0.366
C -15.984 12.148 7.931 -0.351
C -15.976 13.296 7.181 -0.454
C -17.167 13.683 6.516 -0.340
C -18.298 12.806 6.492 0.285
C -18.302 11.601 7.263 -0.417
C -17.028 11.273 7.849 -0.387
N -19.445 13.125 5.554 0.942
O -19.517 14.249 5.087 -0.573
O -20.200 12.192 5.377 -0.557
H -15.138 11.959 8.575 0.383
H -15.127 13.960 7.238 0.356
H -17.131 14.558 5.884 0.382
H -19.154 10.953 7.404 0.398
H -16.883 10.364 8.413 0.335
C -5.827 0.293 8.989 -0.932
C -7.311 -0.074 9.224 -0.395
O -8.225 0.930 8.847 -0.281
C -8.690 1.004 7.519 0.647
O -8.187 0.356 6.591 -0.559
O -9.665 1.922 7.436 -0.276
C -10.495 2.078 6.238 -0.604
H -5.652 0.622 7.964 0.317
H -5.366 -0.692 9.061 0.304
H -5.487 0.972 9.771 0.274
H -7.423 -0.327 10.278 0.363
H -7.497 -1.076 8.837 0.340
H -11.026 1.127 6.202 0.300
H -9.882 2.271 5.357 0.285
H -11.177 2.925 6.316 0.217
C -13.780 9.240 14.753 -1.098
C -12.464 9.736 14.140 -0.189
O -11.565 8.609 13.992 -0.314
C -11.437 8.098 12.773 0.811
O -12.023 8.541 11.796 -0.640
O -10.390 7.486 12.701 -0.312
C -9.798 7.033 11.457 -0.645
H -14.322 10.151 15.009 0.358
H -13.607 8.615 15.629 0.291
H -14.451 8.661 14.119 0.300
H -12.053 10.442 14.862 0.278
H -12.645 10.279 13.212 0.324
H -10.491 6.461 10.840 0.289
H -9.003 6.318 11.669 0.240
H -9.430 7.888 10.891 0.304
C -7.997 13.265 13.148 -0.324
Br -9.037 13.786 11.498 0.006
Br -8.226 14.704 14.543 -0.020
Br -5.996 12.969 12.822 -0.026
H -8.307 12.321 13.597 0.364
C -8.901 7.567 19.126 -0.276
Br -8.543 9.474 19.715 -0.011
Br -10.806 7.170 19.512 -0.006
Br -7.603 6.178 19.744 -0.027
H -8.740 7.540 18.048 0.319
C -8.299 11.642 5.469 -0.354
Br -6.333 11.395 5.870 -0.009
Br -9.405 10.310 6.473 0.004
Br -8.410 11.173 3.547 -0.039
H -8.759 12.628 5.539 0.398
```

E_LUMO: -0.94 eV
2S+1: 1
Molar mass: 1582.0 g mol⁻¹

***

[3]
Here is a molecular structure, C41H45AsCl2N6O2STi from OMol25. Energies are from ωB97M-V with the def2-TZVPD basis set.

```
99
Properties=species:S:1:pos:R:3:lowdin_spin:R:1
Ti 0.311 0.176 0.289 0.114
C -0.940 -1.647 4.323 0.000
C -1.699 -2.295 3.197 0.000
C -2.271 -3.546 3.404 0.001
C -3.185 -4.074 2.508 0.000
C -3.587 -3.305 1.428 0.000
C -3.023 -2.058 1.191 0.000
C -3.566 -1.170 0.117 0.000
C -1.990 -1.597 2.016 0.000
N -1.295 -0.382 1.732 0.002
C -1.857 0.663 2.408 0.037
O -2.922 0.615 3.044 0.061
C -1.033 1.877 2.374 0.143
C -1.274 2.969 3.176 0.004
C -0.344 4.009 3.250 0.192
C 0.844 3.864 2.506 0.018
C 1.018 2.769 1.707 0.116
N 0.088 1.771 1.589 0.219
C 2.251 2.496 0.937 0.025
O 3.221 3.266 0.935 0.047
N 2.148 1.332 0.258 -0.001
C 3.259 1.061 -0.589 -0.001
C 4.315 0.250 -0.162 0.000
C 4.448 -0.153 1.278 0.000
C 5.307 -0.094 -1.077 0.001
C 5.290 0.401 -2.370 0.000
C 4.312 1.315 -2.736 0.000
C 3.312 1.678 -1.843 0.000
C 2.360 2.795 -2.143 0.000
H -0.825 -2.349 5.150 0.000
H -1.513 -0.786 4.675 0.000
H 0.049 -1.273 4.063 0.000
H -2.006 -4.097 4.299 0.000
H -3.606 -5.058 2.671 0.000
H -4.359 -3.665 0.757 0.000
H -4.254 -1.713 -0.534 0.000
H -2.766 -0.746 -0.488 0.000
H -4.096 -0.329 0.575 0.000
H -2.187 2.953 3.760 -0.004
H -0.513 4.871 3.882 0.017
H 1.652 4.582 2.540 -0.003
H 3.568 -0.667 1.653 0.001
H 4.583 0.741 1.892 0.000
H 5.311 -0.805 1.415 0.000
H 6.107 -0.752 -0.756 0.000
H 6.058 0.110 -3.077 0.000
H 4.327 1.769 -3.721 0.000
H 1.331 2.465 -2.014 0.000
H 2.550 3.618 -1.450 0.000
H 2.490 3.155 -3.164 0.000
Cl -0.929 -2.722 -0.829 0.005
C -0.432 -2.159 -2.386 0.000
C -0.509 -3.067 -3.426 0.000
C -0.186 -2.683 -4.717 -0.001
C 0.196 -1.371 -4.938 0.000
C 0.268 -0.476 -3.887 0.000
Cl 0.715 1.150 -4.307 0.000
C -0.010 -0.805 -2.534 0.003
N 0.111 0.046 -1.491 0.009
H -0.829 -4.075 -3.204 0.000
H -0.236 -3.390 -5.534 0.000
H 0.441 -1.019 -5.930 0.000
C -4.374 3.193 0.982 0.001
C -4.118 2.948 -0.500 0.003
As -2.344 2.134 -0.849 0.007
C -1.284 3.767 -1.177 0.001
C -1.503 4.874 -0.157 0.001
C -2.643 1.731 -2.760 0.000
C -3.368 0.424 -3.035 0.000
H -5.409 3.498 1.162 0.000
H -3.725 3.977 1.373 0.000
H -4.174 2.298 1.575 0.001
H -4.219 3.865 -1.092 0.000
H -4.847 2.234 -0.897 0.000
H -1.504 4.118 -2.192 0.000
H -0.241 3.445 -1.163 0.001
H -2.513 5.285 -0.219 0.000
H -0.800 5.696 -0.317 0.000
H -1.347 4.515 0.861 0.002
H -1.651 1.717 -3.213 0.000
H -3.187 2.582 -3.186 0.000
H -2.801 -0.427 -2.656 0.000
H -3.509 0.268 -4.108 0.000
H -4.355 0.397 -2.564 0.000
N 3.914 -5.917 0.153 0.060
C 3.369 -5.287 1.277 0.181
S 3.484 -6.083 2.763 0.200
C 2.792 -4.010 1.080 0.141
C 2.853 -3.314 -0.166 0.068
C 2.226 -2.114 -0.334 0.039
N 1.527 -1.495 0.651 0.146
C 1.503 -2.122 1.859 0.053
C 2.083 -3.327 2.108 0.064
H 4.103 -6.893 0.334 0.006
H 3.411 -5.764 -0.708 0.006
H 3.424 -3.692 -1.002 0.006
H 2.277 -1.588 -1.280 0.001
H 0.947 -1.592 2.620 0.003
H 2.001 -3.775 3.088 0.006
```

E_LUMO (alpha / beta): 4.23 / 4.22 eV
2S+1: 3
Charge: -2
Molar mass: 879.6 g mol⁻¹

***

[4]
Here is a molecular structure, C41H45AsCl2N6O2STi from OMol25. Energies are from ωB97M-V with the def2-TZVPD basis set.

```
99
Properties=species:S:1:pos:R:3:lowdin_spin:R:1
Ti 0.617 -0.135 0.505 0.908
C 1.875 -1.164 -3.201 0.003
C 2.736 -1.970 -2.276 0.002
C 4.013 -2.366 -2.664 0.000
C 4.809 -3.121 -1.821 0.001
C 4.311 -3.518 -0.589 0.000
C 3.034 -3.154 -0.183 0.001
C 2.473 -3.652 1.112 0.000
C 2.264 -2.336 -1.018 0.003
N 0.981 -1.873 -0.598 0.005
C 0.031 -2.798 -0.687 0.011
O 0.144 -3.961 -1.098 0.018
C -1.310 -2.297 -0.228 0.002
C -2.388 -3.171 -0.210 0.001
C -3.629 -2.694 0.154 0.000
C -3.745 -1.345 0.408 0.001
C -2.627 -0.530 0.351 0.001
N -1.393 -1.007 0.095 0.003
C -2.859 0.963 0.474 0.001
O -4.051 1.332 0.512 0.002
N -1.753 1.640 0.591 0.008
C -1.822 3.039 0.494 0.000
C -2.118 3.647 -0.742 0.000
C -2.541 2.816 -1.919 0.001
C -2.004 5.023 -0.875 0.000
C -1.639 5.824 0.196 0.001
C -1.392 5.230 1.421 0.001
C -1.475 3.850 1.580 0.004
C -1.175 3.239 2.916 0.002
H 2.458 -0.801 -4.050 0.000
H 1.446 -0.303 -2.688 0.003
H 1.042 -1.764 -3.581 0.000
H 4.388 -2.051 -3.632 0.000
H 5.811 -3.404 -2.122 0.000
H 4.917 -4.124 0.076 0.000
H 2.209 -2.817 1.758 0.000
H 3.198 -4.286 1.627 0.000
H 1.571 -4.241 0.927 0.000
H -2.182 -4.194 -0.492 0.000
H -4.490 -3.349 0.201 0.000
H -4.683 -0.847 0.614 0.000
H -1.938 1.911 -1.985 0.000
H -2.428 3.380 -2.845 0.000
H -3.579 2.495 -1.807 0.000
H -2.178 5.469 -1.847 0.000
H -1.532 6.894 0.071 0.000
H -1.098 5.833 2.276 0.000
H -0.465 3.854 3.475 0.000
H -0.740 2.247 2.786 0.002
H -2.077 3.125 3.526 0.000
Cl 3.826 0.842 -1.022 0.005
C 4.444 0.094 0.423 -0.002
C 5.818 -0.017 0.503 0.000
C 6.428 -0.583 1.615 -0.003
C 5.621 -1.025 2.650 0.000
C 4.246 -0.913 2.554 -0.003
Cl 3.341 -1.496 3.939 -0.001
C 3.543 -0.364 1.439 -0.004
N 2.218 -0.299 1.349 -0.027
H 6.405 0.347 -0.330 0.000
H 7.506 -0.667 1.678 0.000
H 6.042 -1.463 3.546 0.000
C 1.539 1.390 4.520 0.001
C 0.649 0.176 4.721 0.006
As -0.471 -0.286 3.171 0.019
C -2.323 0.114 3.761 0.007
C -2.519 0.536 5.210 0.001
C -0.514 -2.238 3.403 -0.002
C -0.957 -2.737 4.770 0.000
H 2.230 1.498 5.360 0.000
H 0.966 2.314 4.438 0.000
H 2.134 1.274 3.612 0.000
H 0.015 0.272 5.605 0.001
H 1.270 -0.708 4.864 0.000
H -2.893 -0.794 3.542 0.000
H -2.699 0.886 3.096 0.000
H -2.243 -0.251 5.915 0.000
H -3.566 0.797 5.396 0.000
H -1.922 1.416 5.455 0.000
H 0.494 -2.582 3.161 0.000
H -1.177 -2.611 2.616 0.000
H -0.269 -2.419 5.555 0.000
H -1.005 -3.830 4.802 0.000
H -1.951 -2.365 5.030 0.000
N 1.805 6.722 -0.645 0.068
C 1.624 5.762 -1.655 0.214
S 1.601 6.291 -3.269 0.198
C 1.475 4.424 -1.223 0.120
C 1.666 4.022 0.130 0.083
C 1.352 2.751 0.530 0.029
N 0.919 1.787 -0.301 0.161
C 0.802 2.134 -1.603 0.039
C 1.064 3.380 -2.095 0.069
H 1.697 7.653 -1.018 0.007
H 1.222 6.565 0.168 0.006
H 2.037 4.713 0.876 0.007
H 1.488 2.452 1.565 0.001
H 0.450 1.348 -2.262 0.003
H 0.916 3.596 -3.144 0.006
```

E_LUMO (alpha / beta): 4.03 / 4.03 eV
2S+1: 3
Charge: -2
Molar mass: 879.6 g mol⁻¹